[1]
The molecule C9H12FN3 at a distorted geometry, computed with ωB97M-V with the def2-TZVPD basis set.

Atoms and positions in Å:
C  -0.8694  0.3861  -1.9379
C  -0.5763  -1.9099  -0.9196
C  0.6656  -1.9366  0.1244
C  0.8100  -0.5947  0.8626
C  1.4811  0.5177  0.3293
C  1.3303  1.7738  0.8378
C  0.7716  1.7995  2.1338
C  0.2633  0.7178  2.8351
C  0.3493  -0.5135  2.1616
H  -2.4524  1.5780  -1.5254
H  -2.8229  0.0167  -1.5491
H  -0.6519  2.1190  -2.6084
H  0.4317  -1.1553  -2.5119
H  -1.5666  -1.6537  -0.3882
H  -0.9984  -2.8570  -1.3958
H  1.6698  -1.9941  -0.4669
H  0.5503  -2.7337  0.9208
H  1.9972  0.3509  -0.6487
H  1.6400  2.7521  0.3679
H  -0.0655  0.8954  3.8054
H  -0.1093  -1.4077  2.7056
N  -2.0562  0.6877  -1.2623
N  -0.2077  1.2196  -2.6853
N  -0.4324  -0.9627  -1.9439
F  0.8489  2.9047  2.7591

Force components x, y, z for each atom (eV/Å):
1.460 -0.148 -2.025
-2.504 -0.894 2.172
0.629 0.363 -0.891
0.362 -0.957 0.532
-0.348 -1.008 -2.691
-0.001 0.842 1.246
0.192 -2.388 -1.683
1.555 -0.396 -2.838
-2.022 -0.478 1.562
0.560 0.350 0.030
1.357 0.607 0.767
-0.189 0.484 -0.303
-1.443 1.056 0.630
1.688 0.028 -0.042
1.704 0.393 0.742
-1.796 -0.686 0.806
0.258 0.616 -1.295
-0.559 0.390 0.791
-0.062 -1.483 0.570
-0.586 -0.103 1.540
0.754 1.114 -1.056
-1.644 -1.751 -0.287
-0.288 -1.085 1.374
1.096 1.357 -1.533
-0.173 3.779 1.882

Results
HOMO: -8.486 eV
SMILES: [H]/N=C(\N)NCCc1ccc(F)cc1
Frontier orbital gap: 9.3 eV

Results of the Löwdin charge analysis, in e, for atoms 1 through 4: number 1, C, carries -0.5493; number 2, C, carries -0.2376; number 3, C, carries -0.1071; number 4, C, carries -0.2715

***

[2]
The molecule C9H12FNO2 at a distorted geometry, computed with ωB97M-V with the def2-TZVPD basis set.

Atoms and positions in Å:
C  -0.3292  1.5916  -1.6082
C  0.3043  0.3324  -1.0752
C  -1.4927  2.0563  -1.1836
C  1.3360  1.1009  0.9607
C  -0.7434  -0.5439  -0.3748
C  -1.7191  0.3386  0.4058
C  2.7584  1.5038  1.5290
C  -1.1028  -3.0204  -0.0681
C  -0.1507  -1.8172  0.2827
N  -2.0661  1.5073  0.0483
O  1.5079  0.6708  -0.3212
O  0.3108  1.2639  1.6220
F  -2.3239  -0.0823  1.5021
H  0.1649  2.0379  -2.4174
H  0.8664  -0.1207  -1.9470
H  -1.9741  2.9783  -1.5972
H  -1.2935  -0.8822  -1.1779
H  3.1914  1.9854  0.7402
H  3.4455  0.6562  1.5867
H  2.5163  2.2363  2.2923
H  -1.5431  -2.8981  -1.1033
H  -1.8913  -3.0474  0.6305
H  -0.6216  -4.0599  0.0133
H  0.8589  -1.9678  -0.1096
H  -0.0093  -1.8201  1.3698

Force components x, y, z for each atom (eV/Å):
-0.230 -0.736 0.123
0.844 0.802 -0.910
-0.544 -0.109 2.138
1.040 0.850 1.767
1.576 0.528 2.310
0.018 1.994 -1.219
-2.873 -1.233 -0.237
1.630 -0.797 -1.168
-0.672 -0.957 -0.315
-0.074 -0.061 -1.754
-1.243 0.056 1.711
1.954 -0.839 -2.061
0.480 -1.039 0.301
0.625 0.696 -1.023
-1.406 -0.336 0.859
0.365 -1.142 0.531
-1.458 -0.779 -1.934
1.131 1.855 -2.187
-0.444 -0.059 1.202
0.745 -0.614 0.695
0.574 -0.315 1.100
-1.175 0.123 0.741
-0.398 1.607 -0.256
-0.183 -0.073 -0.236
-0.282 0.580 -0.179

Results
HOMO: -9.270 eV
SMILES: CC[C@H]1C(F)=NC=C[C@H]1OC(C)=O
Frontier orbital gap: 9.9 eV

Results of the Löwdin charge analysis, in e, for atoms 1 through 4: number 1, C, carries -0.0465; number 2, C, carries -0.2296; number 3, C, carries -0.0747; number 4, C, carries -0.4278

***

[3]
The molecule C9H12FP at a distorted geometry, computed with ωB97M-V with the def2-TZVPD basis set.

Atoms and positions in Å:
C  2.1357  0.9148  -1.0526
C  1.6408  0.7817  0.1822
C  1.7297  0.0084  -2.0940
C  0.8250  -0.4173  0.5564
C  0.6183  -0.7296  -1.9202
C  -0.1556  -0.6288  -0.6955
C  -3.3702  1.2551  0.7040
C  -2.7032  -0.1016  0.4994
C  2.1827  -1.3688  1.3131
F  3.1630  -1.5889  0.4101
P  -1.8713  -0.2780  -1.1759
H  2.8193  1.7128  -1.2998
H  1.9549  1.4337  0.9867
H  2.2791  -0.0075  -3.0225
H  0.2251  -0.2467  1.4518
H  0.2188  -1.3184  -2.7351
H  -2.6435  2.0602  0.5986
H  -4.1637  1.4128  -0.0246
H  -3.8043  1.3091  1.7016
H  -3.4567  -0.8943  0.5705
H  -1.9613  -0.2756  1.2807
H  2.5378  -0.7075  2.0974
H  1.7993  -2.3257  1.6676

Force components x, y, z for each atom (eV/Å):
-0.004 0.306 0.372
0.082 0.201 -0.023
-0.286 -0.399 -0.135
0.115 -0.172 0.515
0.605 -0.023 -0.705
-1.096 0.186 -0.063
0.084 -0.098 -0.041
0.093 -0.028 -0.306
-2.996 0.474 -1.863
0.400 -0.080 -0.193
2.988 -0.956 2.457
0.101 0.092 0.089
0.075 0.086 0.022
-0.017 -0.052 -0.138
0.000 0.138 -0.051
0.052 -0.034 -0.088
-0.022 0.069 0.015
-0.062 0.087 -0.036
-0.073 0.087 0.020
0.111 0.030 0.020
-0.062 -0.078 -0.053
-0.100 0.059 0.078
0.014 0.106 0.108

Results
HOMO: -7.713 eV
SMILES: CC/P=C1/C=CC=C[C@@H]1CF
Frontier orbital gap: 7.3 eV

Results of the Löwdin charge analysis, in e, for atoms 1 through 4: number 1, C, carries -0.1070; number 2, C, carries -0.1236; number 3, C, carries -0.1016; number 4, C, carries -0.1714

***

[4]
The molecule C9H12IN3 at a distorted geometry, computed with ωB97M-V with the def2-TZVPD basis set.

Atoms and positions in Å:
C  -1.1360  -1.6932  0.8244
C  -1.0829  -0.6802  -0.0901
C  -0.6793  0.4890  0.6068
C  -0.5964  -0.0057  -2.5070
C  -1.3748  -0.8698  -1.5590
C  -0.2914  1.7796  0.1799
C  1.6190  0.5377  -1.6626
C  2.0834  -0.6475  -0.8037
C  -0.2658  0.6251  3.2109
N  -0.8061  -1.2433  2.0061
N  0.5713  0.4762  -2.3805
N  -0.4911  0.0508  1.8845
I  2.9451  2.1369  -2.1563
H  -1.1851  -2.7925  0.8254
H  -1.2414  0.3114  -3.4275
H  -1.2390  -1.8572  -1.8741
H  -2.3408  -0.6348  -1.8613
H  -0.3987  2.0930  -0.9170
H  0.0210  2.4931  0.8566
H  1.1874  -1.1704  -0.4519
H  2.6814  -0.2527  -0.0142
H  2.7331  -1.3640  -1.3734
H  0.0770  -0.2204  3.7822
H  0.4247  1.4949  3.1250
H  -1.2148  0.9440  3.7769

Force components x, y, z for each atom (eV/Å):
0.473 -1.406 0.993
-0.605 0.473 -2.306
0.501 0.675 -0.525
-1.650 0.169 -1.371
1.727 1.936 0.785
-1.239 -1.368 -3.112
0.278 -1.539 0.597
0.340 0.345 -1.373
-0.857 1.673 -0.052
0.524 0.000 1.332
0.047 1.153 -1.188
-0.908 -1.057 1.594
0.091 -0.240 0.322
-0.573 0.710 -0.848
1.474 -0.577 1.303
0.362 -1.910 -0.193
-2.277 0.303 0.156
0.096 -0.567 2.069
0.607 1.319 1.331
0.393 0.120 0.068
0.353 0.025 0.869
-0.595 0.646 0.260
0.727 0.109 0.240
-0.348 -0.791 0.377
1.059 -0.201 -1.325

Results
HOMO (spin up / spin down): -7.447 / -7.288 eV
Frontier orbital gap (spin up / spin down): 6.9 / 6.7 eV

Results of the Löwdin charge analysis, in e, for atoms 1 through 4: number 1, C, carries -0.1314; number 2, C, carries -0.1911; number 3, C, carries -0.2526; number 4, C, carries -0.1484

***

[5]
C9H12LuN2O5 as an isolated structure at a distorted geometry, computed with ωB97M-V with the def2-TZVPD basis set.

Atoms and positions in Å:
Lu  -0.3670  -0.4668  -2.1706
O  -0.8972  2.9020  -2.5971
C  -0.7251  1.7656  -2.6337
C  1.7793  -1.2516  -2.6813
O  2.8718  -1.5968  -2.6060
C  -2.0270  -1.9179  -2.6030
O  -2.9256  -2.6332  -2.6118
C  -0.3014  -0.4294  -4.6917
O  -0.3112  -0.4388  -5.8396
C  2.6886  0.2122  0.7522
N  1.4303  0.3023  1.4844
C  1.4329  0.4780  2.8989
C  0.2982  0.1542  0.7912
O  0.5913  -0.0281  -0.4730
N  -1.0140  0.1565  1.1194
C  -1.5789  0.4153  2.4268
C  -2.0425  -0.2232  0.1248
H  3.4826  0.3345  1.4906
H  2.8004  1.0000  -0.0096
H  2.8279  -0.7574  0.2473
H  0.9714  1.4395  3.1492
H  0.8934  -0.3508  3.3721
H  2.4737  0.4714  3.2036
H  -2.3305  1.2074  2.3077
H  -2.0922  -0.4958  2.7667
H  -0.8176  0.7168  3.1462
H  -2.1048  0.4760  -0.7472
H  -1.9666  -1.2815  -0.2148
H  -3.0404  -0.1601  0.5980

Force components x, y, z for each atom (eV/Å):
1.108 0.542 0.838
0.750 -4.843 -0.346
-1.029 6.732 0.147
5.962 -2.045 0.340
-4.458 1.411 -0.529
-6.024 -4.986 -0.351
3.756 2.948 -0.171
-0.090 -0.010 -5.340
0.075 0.044 4.598
1.039 0.082 -0.297
-2.358 -0.295 -1.078
0.087 0.161 1.272
1.660 0.086 0.241
-1.564 -0.338 -1.533
0.463 -0.306 -0.990
-0.818 0.128 0.960
0.624 0.091 0.348
-0.062 -0.039 -0.261
-0.155 -0.132 0.422
-0.173 0.252 0.429
0.354 -0.157 0.228
0.337 0.222 0.152
-0.153 0.049 0.415
0.285 -0.087 0.290
0.231 0.292 0.162
-0.547 -0.074 -0.254
0.000 0.054 0.314
0.201 0.195 0.265
0.497 0.023 -0.271

Results
HOMO: -19.620 eV
Frontier orbital gap: 6.0 eV
Charge: +3

Results of the Löwdin charge analysis, in e, for atoms 1 through 4: number 1, Lu, carries 1.3809; number 2, O, carries 0.2615; number 3, C, carries 0.0276; number 4, C, carries 0.0279

***

[6]
A 2-piece molecular cluster, C9H12N2O2S overall at a distorted geometry, computed with ωB97M-V with the def2-TZVPD basis set.

Atoms and positions in Å:
C  -1.6648  1.9285  0.2542
C  -3.8225  -1.5587  0.1499
C  -3.9721  -0.7326  -0.9601
C  -3.0892  -1.1275  1.1872
C  -3.2097  0.3882  -1.0570
C  -2.4437  0.7648  0.1305
C  4.3364  1.4471  0.1466
C  3.3086  0.3898  -0.2668
C  1.8480  0.4854  0.2377
N  -0.8438  2.7370  0.2867
N  -2.4323  0.0140  1.2454
O  1.7340  -2.0976  0.2977
O  -0.4578  -1.0002  -0.1735
S  0.8873  -0.8967  -0.6525
H  -4.4273  -2.5345  0.0941
H  -4.5736  -1.2169  -1.7629
H  -3.1263  -1.7538  2.1212
H  1.5653  -3.0112  0.0422
H  -3.2816  1.0357  -1.8761
H  5.3145  0.9672  0.5779
H  4.6603  2.1615  -0.6902
H  3.7732  2.0217  0.9745
H  3.6051  -0.6327  -0.2070
H  3.0748  0.4591  -1.3649
H  1.7711  0.3623  1.2872
H  1.4662  1.3996  -0.0221

Force components x, y, z for each atom (eV/Å):
1.552 1.073 -0.634
-2.334 -1.581 -1.902
-0.017 -2.098 -0.817
0.048 -1.286 3.048
0.972 1.063 2.747
-2.394 -2.258 -0.485
0.485 0.556 1.326
-1.449 -0.036 -2.710
1.612 -2.644 -0.153
-0.542 0.003 0.080
-0.096 0.996 -0.821
-0.029 1.491 -0.484
-1.339 0.220 0.136
2.909 -0.857 1.313
1.251 1.534 0.683
0.435 1.225 0.315
0.464 0.764 -0.873
-0.335 0.161 -0.502
0.174 0.849 -1.079
-1.958 0.944 -0.670
-0.703 -1.061 1.255
1.525 -0.379 -1.114
0.700 -0.604 0.641
0.875 0.197 0.443
-0.378 -0.447 1.098
-1.430 2.175 -0.842

Results
HOMO: -9.483 eV
Frontier orbital gap: 9.7 eV

Results of the Löwdin charge analysis, in e, for atoms 1 through 4: number 1, C, carries -0.1666; number 2, C, carries -0.0880; number 3, C, carries -0.0839; number 4, C, carries -0.1837

***

[7]
A 2-piece molecular cluster, C9H12N4 overall at a distorted geometry, computed with ωB97M-V with the def2-TZVPD basis set.

Atoms and positions in Å:
C  2.8100  1.3174  0.9947
C  -2.8485  1.5745  0.3079
C  1.4566  0.9669  1.0771
C  -2.2463  0.3581  0.4202
C  2.4002  0.0951  -0.6923
C  -0.9840  1.7532  -0.6614
C  -0.3408  -2.1785  1.1470
C  -0.1350  -1.2813  -1.6158
C  0.0294  -0.5201  -0.3185
N  3.3590  0.7832  -0.1849
N  -2.0171  2.4727  -0.3386
N  1.2485  0.0972  0.0671
N  -1.0473  0.4151  -0.2112
H  3.5160  1.8825  1.6414
H  -3.7809  1.9053  0.6522
H  0.6263  1.1973  1.7536
H  -2.6223  -0.6563  0.6875
H  2.4507  -0.8430  -1.3133
H  -0.1295  1.9980  -1.1377
H  0.4908  -2.7865  1.0891
H  -1.0577  -2.5236  0.5044
H  -0.6811  -1.6739  2.0029
H  -0.0546  -0.6199  -2.5331
H  0.6208  -1.9160  -1.7369
H  -1.0629  -1.8173  -1.6018

Force components x, y, z for each atom (eV/Å):
-0.064 0.357 -0.655
1.024 0.098 -0.163
1.070 0.568 1.578
-1.282 -2.252 0.244
-0.914 -3.353 -0.632
-1.344 -2.036 1.607
0.386 4.042 -2.674
-0.817 3.382 -0.437
-1.504 -2.444 2.232
-0.029 0.355 1.535
0.139 -0.968 -0.182
0.241 0.241 -1.934
-0.267 2.786 -0.005
-1.246 -0.276 -0.461
-1.085 0.098 0.457
0.747 0.029 -0.156
0.176 1.295 0.209
0.509 1.756 -0.172
2.485 1.395 -1.544
1.967 -0.790 0.436
-2.189 -1.094 -1.044
-0.057 0.282 1.151
-0.475 -0.361 1.065
3.033 -3.072 -0.396
-0.502 -0.036 -0.060

Results
HOMO: -8.783 eV
Frontier orbital gap: 8.9 eV

Results of the Löwdin charge analysis, in e, for atoms 1 through 4: number 1, C, carries -0.1062; number 2, C, carries -0.1406; number 3, C, carries -0.0733; number 4, C, carries -0.0976

***

[8]
An isolated ion of composition C9H12N6 and charge +2 at a distorted geometry, computed with ωB97M-V with the def2-TZVPD basis set.

Atoms and positions in Å:
C  3.6235  0.0993  -0.1581
C  2.9060  -0.2935  -1.2638
C  3.2104  -0.0118  1.1613
C  1.5417  -0.5385  -1.2132
C  -0.2297  -0.6423  2.0676
C  1.8045  -0.2482  1.2660
C  0.9892  -0.4450  0.1377
C  -2.3774  1.2554  -0.7395
C  -1.6707  -1.0336  -0.2029
N  -2.2707  -0.0689  -0.6901
N  0.9954  -0.3369  2.4460
N  -0.3034  -0.7347  0.7444
N  -3.0136  2.0352  0.1266
N  -1.8631  1.7985  -1.8121
N  -2.0131  -2.2772  -0.4468
H  4.6475  0.2959  -0.2745
H  3.2800  -0.1750  -2.1849
H  3.7579  0.4414  1.9626
H  1.1809  -0.7501  -2.1738
H  -1.0371  -0.8493  2.6658
H  1.4086  -0.4593  3.3712
H  -3.3026  1.7559  1.0639
H  -3.3022  2.9244  -0.1928
H  -1.4405  1.1589  -2.4591
H  -2.0539  2.7831  -2.0551
H  -2.9227  -2.5398  -0.7106
H  -1.5448  -3.1441  -0.4358

Force components x, y, z for each atom (eV/Å):
0.961 -1.215 1.880
-3.025 0.534 2.552
-2.615 1.115 -1.268
0.990 0.513 3.268
1.129 -0.095 -1.636
0.877 0.182 0.248
-0.333 -1.163 -0.084
0.052 0.408 0.519
2.531 0.402 1.701
-0.853 0.473 0.409
1.186 -0.304 -1.386
-1.392 -0.481 -3.311
0.050 -1.342 0.827
-0.033 1.283 -0.752
0.362 -0.720 0.688
1.242 0.617 -0.387
1.790 -0.013 -3.200
0.470 -0.447 0.420
-1.741 -0.378 -0.705
-1.619 -0.341 1.569
-0.479 0.301 -0.183
0.009 -0.108 -0.694
-0.251 1.045 -0.035
0.002 0.288 -0.555
0.481 -0.947 0.017
-1.731 0.836 -0.690
1.941 -0.447 0.789

Results
HOMO: -15.993 eV
SMILES: NC(N)=NC(=[NH2+])[n+]1c[nH]c2ccccc21
Frontier orbital gap: 9.5 eV
Charge: +2

Results of the Löwdin charge analysis, in e, for atoms 1 through 4: number 1, C, carries -0.0354; number 2, C, carries -0.0416; number 3, C, carries 0.0546; number 4, C, carries 0.0438

***

Energy relative to the best compared isomer or geometry (same formula, charge and spin) readings, ordered: 136.7 122.2 36.2 94.9 0.0 291.2 358.1 51.1 kJ/mol
Calculated total energy readings, ordered: -614.23799 -655.18715 -791.21669 -811.93593 -2070.27021 -1008.22364 -569.03312 -678.09526 a.u.